(1)
# C24H30HfNO5S

C24H30HfNO5S as an isolated structure (ωB97M-V with the def2-TZVPD basis set, the OMol25 dataset).

```
! RIJCOSX wB97M-V def2-TZVPD def2/J DEFGRID3
* xyz -1 1
C 0.279 -0.245 -3.491
C -0.091 -0.792 -2.101
C -0.007 1.279 -3.455
C -1.048 1.448 -2.334
H -0.387 1.557 -4.446
H 0.935 1.811 -3.267
C -1.303 0.045 -1.703
H 0.761 -0.592 -1.433
H -0.291 -1.871 -2.130
C -1.491 0.244 -0.205
H -2.208 -0.404 -2.142
H -1.983 1.808 -2.784
C -0.715 2.336 -1.094
C 1.656 -0.646 -3.988
C -0.496 -0.968 -4.600
O -1.098 -0.455 -5.516
O 2.546 -1.123 -3.312
O 1.757 -0.486 -5.328
O -0.368 -2.305 -4.450
C -0.773 -3.085 -5.578
H -0.542 -4.109 -5.294
H -0.196 -2.792 -6.465
H -1.842 -2.956 -5.766
C 3.017 -0.905 -5.847
H 3.829 -0.343 -5.367
H 2.965 -0.698 -6.916
H 3.163 -1.978 -5.664
O -1.108 1.574 0.152
H -0.896 -0.461 0.397
H -2.555 0.105 0.048
C -1.494 3.648 -1.171
C 0.766 2.638 -0.893
H 1.153 3.281 -1.689
H 1.346 1.709 -0.850
H 0.880 3.163 0.065
H -1.386 4.228 -0.249
H -2.557 3.473 -1.372
H -1.098 4.252 -1.998
Hf -0.086 0.220 4.381
C -2.258 -0.290 5.341
C -2.409 0.081 3.959
C -1.717 -0.907 3.165
H -3.018 0.904 3.575
C -1.167 -1.883 4.066
C -1.477 -1.484 5.403
H -1.305 -2.086 6.303
H -2.783 0.168 6.185
H -1.759 -0.985 2.080
H -0.728 -2.842 3.773
C 2.426 0.637 4.391
C 2.176 -0.377 5.369
C 1.555 -1.496 4.729
H 2.521 -0.372 6.404
C 1.441 -1.185 3.316
C 1.932 0.163 3.117
H 2.036 0.670 2.160
H 2.972 1.560 4.565
H 1.399 -2.473 5.183
H 1.176 -1.870 2.519
S -0.185 1.798 6.269
C 0.001 0.698 7.532
N 0.136 -0.031 8.454
*
```

Its HOMO energy (spin up / spin down) is -0.918 / -0.951 eV. The value obtained for the orbital gap (spin up / spin down) is 2.875 / 2.907 eV.

Here are the Mulliken charges for atoms 1 to 5, given in e:
1 C 2.929
2 C -1.872
3 C -1.346
4 C -0.012
5 H 0.290

(2)
# C29H30FInN4O9S3

C29H30FInN4O9S3 as an isolated structure (ωB97M-V with the def2-TZVPD basis set, the OMol25 dataset).

```
! RIJCOSX wB97M-V def2-TZVPD def2/J DEFGRID3
* xyz 0 1
In -0.934 0.707 0.522
C 3.537 -3.162 5.616
C 2.971 -2.046 4.782
C 1.753 -2.204 4.123
C 1.211 -1.179 3.372
C 1.899 0.025 3.270
C 3.113 0.206 3.913
C 3.640 -0.833 4.668
S 1.250 1.327 2.268
O -0.210 1.364 2.532
O 1.965 2.529 2.596
N 1.323 0.900 0.732
C 2.091 -0.259 0.308
C 1.187 -1.478 0.043
O 1.676 -2.552 -0.245
O -0.083 -1.251 0.171
H 3.323 -4.134 5.173
H 3.094 -3.149 6.614
H 4.615 -3.065 5.729
H 1.226 -3.148 4.193
H 0.269 -1.315 2.856
H 3.625 1.154 3.824
H 4.588 -0.698 5.174
H 2.848 -0.572 1.029
H 2.628 -0.052 -0.621
N -2.598 -0.670 1.095
S -2.381 -2.237 1.314
C -2.465 -3.112 -0.247
C -2.693 -2.417 -1.420
C -2.728 -3.122 -2.616
C -2.528 -4.495 -2.625
C -2.283 -5.173 -1.438
C -2.247 -4.480 -0.239
C -3.898 -2.814 2.065
C -5.026 -3.142 1.324
C -6.181 -3.517 1.991
C -6.204 -3.566 3.379
C -5.072 -3.239 4.109
C -3.910 -2.861 3.452
H -3.483 -0.440 0.652
H -2.808 -1.341 -1.413
H -2.899 -2.590 -3.542
H -2.548 -5.039 -3.560
H -2.109 -6.240 -1.448
H -2.045 -4.998 0.691
H -5.001 -3.118 0.243
H -7.065 -3.778 1.423
H -7.108 -3.864 3.892
H -5.091 -3.280 5.190
H -3.020 -2.598 4.010
C 2.251 3.852 -0.390
S 0.788 3.683 -1.400
C 1.330 2.342 -2.450
O -0.307 3.143 -0.513
H 3.038 4.251 -1.032
H 2.522 2.895 0.048
H 2.010 4.566 0.395
H 2.180 2.694 -3.036
H 0.507 2.097 -3.118
H 1.598 1.494 -1.830
F -0.912 3.543 -5.021
C -1.517 4.089 -3.956
C -2.360 3.384 -3.201
N -2.989 3.929 -2.107
C -3.751 3.071 -1.209
C -2.800 2.138 -0.485
O -2.197 1.241 -1.163
O -2.590 2.260 0.744
C -2.745 5.235 -1.703
O -3.255 5.743 -0.733
N -1.873 5.926 -2.525
C -1.180 5.474 -3.643
O -0.405 6.177 -4.246
H -2.578 2.345 -3.403
H -4.482 2.505 -1.786
H -4.246 3.712 -0.487
H -1.676 6.873 -2.233
*
```

Its HOMO energy is -8.576 eV. The value obtained for the orbital gap is 8.771 eV. For the energy above the lowest of the compared OMol25 structures with the same formula, charge and spin, the calculation gives 110.7 kJ/mol.

Here are the Mulliken charges for atoms 1 to 5, given in e:
1 In 1.820
2 C -1.503
3 C 1.013
4 C -1.033
5 C 0.219